{"formula": "C23H33N3O6PPdSSe", "method": "ωB97M-V/def2-TZVPD", "symbols": ["Pd", "O", "C", "C", "C", "C", "C", "C", "C", "O", "N", "N", "C", "C", "C", "C", "C", "C", "N", "H", "H", "H", "H", "H", "H", "H", "H", "H", "H", "C", "C", "O", "P", "O", "C", "C", "O", "C", "C", "H", "H", "H", "H", "H", "H", "H", "H", "H", "H", "H", "H", "H", "H", "H", "O", "S", "C", "C", "C", "C", "H", "H", "H", "H", "H", "H", "H", "H", "Se"], "coordinates": [[-0.171, -1.169, -0.360], [4.356, -0.225, 2.639], [3.447, -0.520, 3.601], [3.778, -0.384, 4.947], [2.843, -0.626, 5.934], [1.548, -0.998, 5.594], [1.215, -1.129, 4.262], [2.147, -0.915, 3.245], [1.704, -1.111, 1.845], [0.447, -0.908, 1.637], [2.623, -1.492, 0.954], [2.067, -1.583, -0.263], [2.631, -2.013, -1.315], [1.804, -2.006, -2.532], [2.383, -2.314, -3.760], [1.617, -2.286, -4.910], [0.276, -1.950, -4.817], [-0.239, -1.662, -3.566], [0.488, -1.692, -2.455], [5.180, 0.043, 3.061], [4.784, -0.077, 5.211], [3.127, -0.517, 6.973], [0.811, -1.189, 6.362], [0.216, -1.429, 3.975], [3.660, -2.366, -1.357], [3.433, -2.571, -3.796], [2.061, -2.520, -5.869], [-0.363, -1.915, -5.688], [-1.282, -1.394, -3.442], [-1.127, 3.229, 1.889], [-0.229, 2.068, 1.547], [0.166, 2.168, 0.151], [0.118, 1.011, -0.934], [1.373, 1.368, -1.829], [2.689, 1.485, -1.207], [3.116, 2.931, -1.187], [-1.084, 1.319, -1.929], [-1.202, 2.596, -2.623], [-2.221, 3.475, -1.941], [-1.372, 3.200, 2.951], [-2.059, 3.186, 1.324], [-0.635, 4.178, 1.679], [-0.706, 1.104, 1.715], [0.693, 2.086, 2.127], [3.349, 0.869, -1.815], [2.662, 1.055, -0.203], [3.166, 3.333, -2.199], [4.106, 3.013, -0.737], [2.420, 3.530, -0.601], [-1.507, 2.342, -3.637], [-0.220, 3.065, -2.669], [-3.185, 2.969, -1.877], [-2.359, 4.389, -2.519], [-1.893, 3.750, -0.939], [-2.510, -3.196, -0.408], [-2.762, -1.691, -0.788], [-3.295, -0.921, 0.747], [-4.701, -1.434, 1.004], [-5.421, -1.326, -0.333], [-4.481, -1.897, -1.397], [-3.259, 0.156, 0.547], [-2.536, -1.166, 1.491], [-5.189, -0.854, 1.787], [-4.653, -2.472, 1.338], [-5.638, -0.279, -0.555], [-6.368, -1.865, -0.339], [-4.556, -1.407, -2.366], [-4.581, -2.973, -1.531], [-0.701, -3.476, 0.155]], "homo_ev": [-10.31, -10.31], "fmax_ev_per_a": 0.83, "charge": 1, "lumo_ha": [-0.125, -0.125]}



{"formula": "C23H33N3O6PPdSSe", "method": "ωB97M-V/def2-TZVPD", "symbols": ["Pd", "O", "C", "C", "C", "C", "C", "C", "C", "O", "N", "N", "C", "C", "C", "C", "C", "C", "N", "H", "H", "H", "H", "H", "H", "H", "H", "H", "H", "C", "C", "O", "P", "O", "C", "C", "O", "C", "C", "H", "H", "H", "H", "H", "H", "H", "H", "H", "H", "H", "H", "H", "H", "H", "O", "S", "C", "C", "C", "C", "H", "H", "H", "H", "H", "H", "H", "H", "Se"], "coordinates": [[0.055, -0.092, 0.149], [3.893, -0.937, 4.309], [2.876, -1.740, 4.712], [3.059, -2.608, 5.788], [2.039, -3.427, 6.225], [0.801, -3.389, 5.592], [0.620, -2.527, 4.530], [1.640, -1.694, 4.056], [1.328, -0.827, 2.886], [0.097, -0.787, 2.500], [2.309, -0.160, 2.313], [1.803, 0.557, 1.260], [2.382, 1.648, 0.942], [1.694, 2.534, -0.009], [2.293, 3.686, -0.501], [1.567, 4.506, -1.349], [0.263, 4.159, -1.667], [-0.260, 2.994, -1.130], [0.432, 2.196, -0.324], [4.649, -1.094, 4.886], [4.025, -2.628, 6.281], [2.209, -4.092, 7.060], [-0.010, -4.021, 5.926], [-0.339, -2.476, 4.034], [3.286, 1.965, 1.454], [3.308, 3.927, -0.218], [2.011, 5.406, -1.750], [-0.345, 4.779, -2.310], [-1.279, 2.686, -1.337], [-2.352, 0.089, -4.292], [-1.463, 0.827, -3.324], [-0.122, 0.273, -3.354], [0.452, -0.636, -2.174], [-0.087, -2.108, -2.420], [0.166, -2.830, -3.663], [-0.996, -3.750, -3.938], [1.968, -0.800, -2.623], [2.938, 0.263, -2.482], [2.996, 1.130, -3.715], [-3.322, 0.583, -4.351], [-2.518, -0.935, -3.961], [-1.915, 0.074, -5.290], [-1.855, 0.775, -2.306], [-1.346, 1.873, -3.606], [1.089, -3.389, -3.512], [0.328, -2.107, -4.464], [-1.269, -4.297, -3.037], [-0.710, -4.477, -4.698], [-1.871, -3.211, -4.296], [3.882, -0.248, -2.298], [2.694, 0.842, -1.590], [3.232, 0.536, -4.596], [3.781, 1.877, -3.588], [2.052, 1.644, -3.885], [-2.229, 0.001, -0.209], [-2.667, -0.382, 1.223], [-4.456, -0.258, 1.213], [-4.754, 1.235, 1.219], [-3.869, 1.798, 2.332], [-2.491, 1.131, 2.208], [-4.790, -0.740, 2.135], [-4.820, -0.825, 0.359], [-5.811, 1.435, 1.385], [-4.478, 1.663, 0.253], [-4.300, 1.554, 3.304], [-3.779, 2.881, 2.280], [-2.029, 0.849, 3.152], [-1.767, 1.725, 1.644], [0.086, -2.607, 0.657]], "homo_ev": [-10.39, -10.40], "fmax_ev_per_a": 0.58, "multiplicity": 5, "charge": 1, "de_lowest_ev": 0.145, "lumo_ha": [-0.110, -0.175]}



{"formula": "C23H33NO4", "method": "ωB97M-V/def2-TZVPD", "symbols": ["C", "O", "C", "C", "C", "C", "C", "C", "N", "C", "C", "O", "C", "O", "C", "C", "C", "C", "O", "C", "C", "C", "C", "C", "C", "C", "C", "C", "H", "H", "H", "H", "H", "H", "H", "H", "H", "H", "H", "H", "H", "H", "H", "H", "H", "H", "H", "H", "H", "H", "H", "H", "H", "H", "H", "H", "H", "H", "H", "H", "H"], "coordinates": [[-0.687, -3.695, -2.498], [-0.181, -2.390, -2.361], [-1.047, -1.390, -2.020], [-2.412, -1.554, -1.812], [-3.185, -0.475, -1.421], [-2.629, 0.780, -1.223], [-3.456, 1.932, -0.727], [-4.200, 1.671, 0.601], [-3.409, 1.476, 1.797], [-3.037, 0.135, 2.186], [-1.660, -0.366, 1.707], [-1.788, -1.733, 1.377], [-0.574, -0.176, 2.779], [0.716, -0.454, 2.277], [1.272, 0.373, 1.328], [0.840, 1.674, 1.130], [1.416, 2.503, 0.181], [2.448, 2.014, -0.599], [3.094, 2.707, -1.585], [2.683, 4.025, -1.847], [2.896, 0.710, -0.388], [2.344, -0.131, 0.560], [2.895, -1.534, 0.785], [1.786, -2.579, 0.595], [3.456, -1.617, 2.212], [4.025, -1.881, -0.190], [-1.271, 0.942, -1.482], [-0.486, -0.122, -1.872], [-1.144, -4.048, -1.568], [0.172, -4.320, -2.737], [-1.418, -3.760, -3.311], [-2.882, -2.516, -1.936], [-4.242, -0.626, -1.258], [-4.216, 2.180, -1.474], [-2.816, 2.809, -0.603], [-4.857, 0.807, 0.495], [-4.835, 2.548, 0.787], [-2.617, 2.107, 1.821], [-3.783, -0.562, 1.804], [-3.067, 0.084, 3.282], [-1.359, 0.196, 0.813], [-0.925, -2.049, 1.080], [-0.724, -0.915, 3.573], [-0.635, 0.824, 3.223], [0.036, 2.076, 1.728], [1.044, 3.510, 0.072], [2.819, 4.672, -0.973], [3.319, 4.379, -2.657], [1.636, 4.065, -2.167], [3.707, 0.386, -1.015], [1.285, -2.425, -0.358], [2.216, -3.579, 0.602], [1.064, -2.520, 1.403], [3.850, -2.614, 2.399], [2.681, -1.407, 2.942], [4.260, -0.896, 2.341], [3.674, -1.860, -1.218], [4.383, -2.886, 0.023], [4.866, -1.200, -0.081], [-0.813, 1.913, -1.358], [0.571, 0.004, -2.046]], "homo_ev": -7.92, "smiles": "COc1ccc(CCNC[C@H](O)COc2ccc(OC)cc2C(C)(C)C)cc1", "fmax_ev_per_a": 0.64, "charge": 0, "de_lowest_ev": 0.150, "lumo_ha": 0.027}



{"formula": "C23H34AgN4OV", "method": "ωB97M-V/def2-TZVPD", "symbols": ["N", "C", "O", "Ag", "V", "N", "N", "C", "C", "C", "C", "C", "C", "C", "C", "H", "H", "H", "H", "H", "H", "H", "H", "H", "H", "H", "H", "H", "H", "H", "H", "H", "H", "C", "H", "H", "H", "C", "H", "H", "H", "C", "C", "C", "C", "C", "C", "N", "C", "C", "C", "C", "C", "C", "H", "H", "H", "H", "H", "H", "H", "H", "H", "H"], "coordinates": [[1.975, -0.354, -0.887], [3.164, -0.498, -0.712], [4.307, -0.651, -0.284], [3.912, -1.446, -2.418], [0.143, 0.024, -0.688], [-0.697, -1.468, -1.334], [-0.085, 1.732, -1.303], [-0.206, -2.712, -1.946], [0.632, 3.007, -1.074], [0.573, -2.363, -3.214], [-1.354, -3.649, -2.342], [0.693, -3.441, -0.947], [1.256, 3.452, -2.393], [-0.305, 4.084, -0.558], [1.724, 2.778, -0.039], [-0.090, -1.835, -3.919], [0.932, -3.289, -3.688], [1.453, -1.724, -3.022], [-1.895, -4.016, -1.458], [-0.943, -4.522, -2.871], [-2.050, -3.134, -3.020], [1.567, -2.836, -0.690], [1.036, -4.387, -1.386], [0.144, -3.646, -0.018], [1.852, 2.643, -2.841], [1.904, 4.311, -2.193], [0.486, 3.750, -3.112], [-1.074, 4.316, -1.294], [0.263, 4.995, -0.353], [-0.771, 3.756, 0.373], [1.308, 2.533, 0.944], [2.280, 3.714, 0.056], [2.409, 1.983, -0.340], [-1.162, 1.722, -2.286], [-1.444, 0.677, -2.459], [-2.054, 2.265, -1.946], [-0.873, 2.169, -3.245], [-2.019, -1.514, -0.711], [-2.129, -2.362, -0.009], [-2.204, -0.597, -0.129], [-2.808, -1.589, -1.479], [-2.358, 2.931, 3.299], [-2.761, 2.529, 2.027], [-1.973, 1.648, 1.285], [-0.803, 1.101, 1.854], [-0.393, 1.523, 3.130], [-1.162, 2.447, 3.846], [-0.064, 0.094, 1.194], [0.353, -1.038, 1.959], [1.721, -1.299, 2.135], [2.106, -2.462, 2.792], [1.142, -3.331, 3.317], [-0.220, -3.038, 3.194], [-0.614, -1.887, 2.529], [-2.976, 3.635, 3.867], [-3.694, 2.897, 1.601], [-2.291, 1.355, 0.282], [0.523, 1.112, 3.560], [-0.827, 2.774, 4.831], [2.472, -0.587, 1.773], [3.166, -2.707, 2.894], [1.450, -4.251, 3.813], [-0.978, -3.707, 3.614], [-1.670, -1.613, 2.437]], "homo_ev": [-13.94, -13.94], "fmax_ev_per_a": 3.50, "charge": 2, "de_lowest_ev": 0.000, "lumo_ha": [-0.304, -0.304]}